(1)
# C2H4F3NO2S

An isolated molecule of C2H4F3NO2S in a non-equilibrium geometry (ωB97M-V/def2-TZVPD, the Open Molecules 2025 dataset).

Summary:
SMILES: CC(F)(F)S(=O)(=O)NF
Frontier orbital gap in eV: 11.68
E_HOMO in Ha: -0.4000
Max |F| in Eh/bohr: 0.1225

The geometry in ORCA input format:
```
! wB97M-V def2-TZVPD RIJCOSX def2/J DEFGRID3
* xyz 0 1
C -1.828 -0.072 0.412
C -0.578 -0.617 -0.192
N 2.193 -0.005 -0.536
O 0.343 1.700 -1.126
O 0.711 1.127 1.223
F -0.612 -0.990 -1.506
F -0.128 -1.695 0.458
F 2.843 -0.646 0.490
S 0.634 0.719 -0.133
H -1.603 -0.042 1.404
H -2.088 0.863 0.136
H -2.730 -0.846 0.330
H 2.842 0.504 -0.959
*
```

These are the Löwdin partial charges, in e, on atoms 1 to 4: 0.02, -0.64, -0.06, -0.24

(2)
# C2H4F3NdO

A structure of composition C2H4F3NdO in a non-equilibrium geometry (ωB97M-V/def2-TZVPD, the Open Molecules 2025 dataset).

Summary:
Frontier orbital gap (alpha / beta) in eV: 6.82 / 7.49
E_HOMO (alpha / beta) in Ha: -0.4333 / -0.4550
Max |F| in Eh/bohr: 0.0401
Expectation value of S²: 6.005

The geometry in ORCA input format:
```
! wB97M-V def2-TZVPD RIJCOSX def2/J DEFGRID3
* xyz 1 5
C -0.403 0.501 -0.960
F -1.679 0.133 -0.835
F 0.056 0.085 -2.171
Nd 1.751 -2.494 -0.133
O 0.375 0.030 0.036
H 0.012 -2.583 -1.363
C 0.105 0.541 1.361
H -0.959 0.431 1.602
H 0.714 -0.067 2.037
H 0.420 1.588 1.411
F -0.392 1.836 -0.983
*
```

These are the Löwdin partial charges, in e, on atoms 1 to 4: -0.75, 0.18, 0.12, 1.37

(3)
# C2H4FN3

An isolated molecule of C2H4FN3 in a non-equilibrium geometry (ωB97M-V/def2-TZVPD, the Open Molecules 2025 dataset).

Summary:
SMILES: F[C@H]1CNN=N1
Frontier orbital gap in eV: 10.66
E_HOMO in Ha: -0.3574
Max |F| in Eh/bohr: 0.0900

The geometry in ORCA input format:
```
! wB97M-V def2-TZVPD RIJCOSX def2/J DEFGRID3
* xyz 0 1
C 0.703 -0.460 -0.010
C 0.227 1.009 -0.086
N -1.195 0.997 -0.279
N -1.600 -0.162 -0.266
N -0.732 -1.073 -0.136
F 0.261 1.324 1.308
H 1.440 -0.730 -0.737
H 1.210 -0.661 0.931
H 0.726 1.807 -0.684
H -1.039 -2.051 -0.041
*
```

These are the Löwdin partial charges, in e, on atoms 1 to 4: -0.04, -0.31, 0.02, -0.08